No. 1
Formula: C4H7NO
Source: OMol25
Level of theory: ωB97M-V with the def2-TZVPD basis set

Structure (XYZ):
```
13
Properties=species:S:1:pos:R:3:forces:R:3
O -1.1517 0.6854 -1.5216 -0.07 0.03 -0.08
N 0.4766 -0.6017 1.3887 -0.10 -0.22 0.06
C -0.8214 -0.6677 -1.5928 -0.10 -0.14 0.12
C -0.9870 0.9278 -0.1380 0.00 0.08 0.18
C 0.1273 -0.0757 0.1200 -0.07 0.15 0.02
C 1.5050 0.1095 0.6203 0.28 0.12 -0.12
H 1.8111 1.0691 1.0317 -0.08 -0.15 -0.06
H 2.2988 -0.4624 0.1407 -0.14 0.08 0.09
H 0.6059 -1.6088 1.4084 -0.01 0.10 -0.02
H -1.8830 0.6352 0.4318 0.13 0.03 -0.08
H -1.5274 -1.2415 -0.9513 0.08 0.07 -0.07
H -0.7446 1.9798 0.0566 -0.01 -0.15 -0.03
H 0.2904 -0.7490 -0.9943 0.11 -0.01 0.00
```
Positions in Å, forces in eV/Å.

The value obtained for the energy above the lowest of the compared OMol25 structures with the same formula, charge and spin is 650.4 kJ/mol. The calculation puts the frontier orbital gap at 0.3349 Ha. As for the total charge: 0. For the max |F|, the calculation gives 0.330 eV/A. For the total energy, the calculation gives -286.383905 Eh.



No. 2
Formula: C4H7NO
Source: OMol25
Level of theory: ωB97M-V with the def2-TZVPD basis set

Structure (XYZ):
```
13
Properties=species:S:1:pos:R:3:forces:R:3
O 0.9992 1.3666 1.6325 0.28 -0.20 -0.89
N 0.2004 -1.4601 0.2383 -0.39 0.11 0.29
C -0.7571 -0.6833 0.5478 -0.05 -0.33 -0.10
C 1.3435 1.0643 0.5553 0.15 0.40 0.57
C -1.6949 -0.1603 -0.4992 -0.04 -0.02 -0.05
C 1.7891 0.7728 -0.6434 0.06 0.16 0.09
H -2.0448 0.8496 -0.2629 0.07 -0.16 0.00
H -2.5689 -0.8180 -0.5419 -0.01 0.11 -0.02
H 1.2952 0.0348 -1.2612 0.13 0.10 0.22
H 2.7017 1.2591 -0.9521 -0.02 0.09 -0.07
H -1.2160 -0.1606 -1.4826 -0.08 -0.06 0.16
H -0.9440 -0.3493 1.5765 0.02 -0.13 -0.11
H 0.7535 -1.7035 1.0633 -0.13 -0.08 -0.09
```
Positions in Å, forces in eV/Å.

The value obtained for the energy above the lowest of the compared OMol25 structures with the same formula, charge and spin is 223.1 kJ/mol. The calculation puts the frontier orbital gap at 0.3716 Ha. As for the total charge: 0. For the max |F|, the calculation gives 0.951 eV/A. For the total energy, the calculation gives -286.546655 Eh.



No. 3
Formula: C4H7NO
Source: OMol25
Level of theory: ωB97M-V with the def2-TZVPD basis set

Structure (XYZ):
```
13
Properties=species:S:1:pos:R:3:forces:R:3
O 2.9279 -0.7039 0.6239 -0.85 0.05 -0.45
N 0.1181 1.8730 -0.0011 0.05 0.58 0.62
C 2.3726 0.1649 0.0202 -0.67 2.10 0.57
C 0.0784 -0.6722 -0.1011 -7.24 -0.71 0.62
C -1.8919 -0.5268 0.0150 2.72 -1.34 -0.31
C 0.3490 0.6788 0.0185 5.52 -0.37 -0.47
H -2.1774 -1.5723 -0.0532 -0.35 0.08 0.03
H 0.2361 -1.1001 -1.0830 0.29 0.04 0.10
H 2.9543 0.9907 -0.4726 0.01 -0.22 -0.15
H -2.1688 -0.1012 0.9762 0.18 0.02 -0.03
H -2.2736 0.0438 -0.8282 0.18 0.02 0.03
H 0.3095 -1.2840 0.7623 0.43 0.01 -0.20
H -0.8342 2.2092 0.1232 -0.26 -0.25 -0.36
```
Positions in Å, forces in eV/Å.

The value obtained for the energy above the lowest of the compared OMol25 structures with the same formula, charge and spin is 522.5 kJ/mol. The calculation puts the frontier orbital gap at 0.3020 Ha. As for the total charge: 0. For the max |F|, the calculation gives 7.303 eV/A. For the total energy, the calculation gives -286.432620 Eh.



No. 4
Formula: C4H7NO
Source: OMol25
Level of theory: ωB97M-V with the def2-TZVPD basis set

Structure (XYZ):
```
13
Properties=species:S:1:pos:R:3:forces:R:3
O 0.5860 0.8781 1.2942 0.09 -0.23 -0.22
N -0.1219 -0.2076 -0.6115 -0.09 0.07 0.12
C -1.4342 0.2564 -0.1242 0.13 0.36 0.04
C -2.1230 -0.9341 0.1518 -0.37 -0.51 0.09
C 2.2487 0.2199 -0.2928 0.06 -0.04 -0.04
C 0.8237 0.3098 0.2149 0.33 0.16 0.10
H -1.1152 0.7690 0.8503 -0.26 0.03 -0.18
H -3.0950 -1.1936 -0.2741 0.27 0.07 0.00
H 2.6585 1.2285 -0.4034 -0.14 -0.12 0.03
H -1.6544 -1.6884 0.7747 0.05 0.15 -0.04
H 2.8649 -0.2971 0.4482 -0.12 0.05 -0.07
H -1.9420 0.9642 -0.7817 0.09 -0.03 0.05
H 2.3040 -0.3051 -1.2463 -0.05 0.06 0.11
```
Positions in Å, forces in eV/Å.

The value obtained for the energy above the lowest of the compared OMol25 structures with the same formula, charge and spin is 403.9 kJ/mol. The calculation puts the frontier orbital gap (spin up / spin down) at 0.2563 / 0.3121 Ha. As for the total charge: 0. For the max |F|, the calculation gives 0.636 eV/A. For the total energy, the calculation gives -286.477820 Eh.



No. 5
Formula: C4H7NO
Source: OMol25
Level of theory: ωB97M-V with the def2-TZVPD basis set

Structure (XYZ):
```
13
Properties=species:S:1:pos:R:3:forces:R:3
O 1.1270 -0.2235 -0.8428 0.01 -0.01 -0.08
N -3.0608 0.5353 1.2525 0.79 -0.43 -0.57
C 1.8943 0.1828 0.2671 0.19 0.03 0.19
C -2.2082 0.0081 0.6760 -0.65 0.37 0.44
C -1.1156 -0.6714 -0.0273 -0.02 -0.09 -0.01
C -0.1801 0.2850 -0.8062 -0.25 0.11 -0.03
H 2.8630 -0.3142 0.1820 -0.13 0.11 0.07
H 2.0366 1.2738 0.2605 0.01 -0.18 0.02
H -1.5477 -1.4161 -0.7038 0.09 0.09 0.12
H -0.5249 -1.2201 0.7157 -0.09 0.12 -0.10
H -0.2020 1.2864 -0.3515 0.02 -0.15 -0.08
H 1.4262 -0.1003 1.2236 0.10 0.02 -0.17
H -0.5078 0.3740 -1.8457 -0.06 0.02 0.18
```
Positions in Å, forces in eV/Å.

The value obtained for the energy above the lowest of the compared OMol25 structures with the same formula, charge and spin is 152.5 kJ/mol. The calculation puts the frontier orbital gap at 0.4138 Ha. As for the total charge: 0. For the max |F|, the calculation gives 1.066 eV/A. For the total energy, the calculation gives -286.573580 Eh.



No. 6
Formula: C4H7NO
Source: OMol25
Level of theory: ωB97M-V with the def2-TZVPD basis set

Structure (XYZ):
```
13
Properties=species:S:1:pos:R:3:forces:R:3
O 0.0526 -1.3287 -0.3775 -0.02 -0.09 -0.01
N 0.0325 1.3138 -0.9020 -0.02 0.05 -0.23
C -0.6729 0.7805 0.2637 -0.16 -0.05 0.10
C 1.1392 -0.7006 0.3077 0.22 0.08 0.05
C 0.7744 0.7431 0.5813 -0.03 -0.38 0.26
C -1.1194 -0.6568 0.0472 -0.18 0.07 0.02
H -1.8819 -0.7838 -0.7275 0.09 0.04 0.10
H 1.2974 -1.1711 1.2917 -0.03 0.08 -0.11
H 0.2008 0.5677 -1.5782 0.01 0.07 0.09
H -1.5031 -1.0664 0.9947 0.06 0.06 -0.12
H -1.3705 1.4686 0.7367 0.11 -0.11 -0.05
H 2.0441 -0.8433 -0.2904 -0.12 0.04 0.09
H 1.0069 1.6769 -0.3475 0.06 0.14 -0.21
```
Positions in Å, forces in eV/Å.

The value obtained for the energy above the lowest of the compared OMol25 structures with the same formula, charge and spin is 454.5 kJ/mol. The calculation puts the frontier orbital gap at 0.3674 Ha. As for the total charge: 0. For the max |F|, the calculation gives 0.459 eV/A. For the total energy, the calculation gives -286.458523 Eh.



No. 7
Formula: C4H7NO
Source: OMol25
Level of theory: ωB97M-V with the def2-TZVPD basis set

Structure (XYZ):
```
13
Properties=species:S:1:pos:R:3:forces:R:3
O 1.0583 -0.7573 0.9711 -0.06 -0.12 0.15
N -1.2346 0.9407 0.4520 0.12 0.10 0.21
C 1.8679 0.2224 0.3235 0.19 0.19 -0.04
C -0.5363 0.2644 -0.6320 0.09 -0.04 -0.17
C 0.7668 -0.4357 -0.3798 -0.10 0.04 -0.19
C -1.7904 -0.2997 -0.0877 -0.19 -0.24 -0.07
H -2.7224 -0.1947 -0.6379 0.16 -0.01 0.08
H 1.7359 1.2423 0.6831 -0.02 -0.14 -0.05
H 2.8966 -0.0791 0.1274 -0.19 0.02 0.05
H -0.7752 0.7252 1.3357 0.04 0.04 -0.12
H -1.7104 -1.1965 0.5240 0.02 0.13 -0.10
H -0.5725 0.7911 -1.5849 0.00 -0.08 0.12
H 1.0163 -1.2230 -1.0945 -0.05 0.12 0.12
```
Positions in Å, forces in eV/Å.

The value obtained for the energy above the lowest of the compared OMol25 structures with the same formula, charge and spin is 283.8 kJ/mol. The calculation puts the frontier orbital gap at 0.3944 Ha. As for the total charge: 0. For the max |F|, the calculation gives 0.315 eV/A. For the total energy, the calculation gives -286.523567 Eh.



No. 8
Formula: C4H7NO
Source: OMol25
Level of theory: ωB97M-V with the def2-TZVPD basis set

Structure (XYZ):
```
13
Properties=species:S:1:pos:R:3:forces:R:3
O 0.6200 0.5333 -0.7374 0.54 0.16 -0.65
N 2.6775 0.6955 0.0283 0.10 -0.42 -0.10
C -0.6192 -0.1022 -0.9110 0.13 0.12 -0.53
C 1.7172 -0.0656 -0.2711 0.24 0.04 -0.15
C -1.5594 0.8850 -0.3529 -0.34 -1.15 1.20
C -1.2104 -0.7330 0.2797 -0.32 1.15 0.07
H -1.8264 -1.6380 0.0701 -0.23 1.40 0.06
H -0.9876 1.8057 -0.0959 -0.48 -1.19 0.84
H -2.5665 1.1743 -0.6414 0.09 -0.94 -0.38
H -0.6204 -0.9263 1.1856 -0.14 0.79 -0.41
H 3.4988 0.1598 0.2801 0.03 -0.12 0.19
H -0.7903 -0.5770 -1.8702 0.30 0.04 -0.21
H 1.6739 -1.1621 -0.2333 0.09 0.14 0.07
```
Positions in Å, forces in eV/Å.

The value obtained for the energy above the lowest of the compared OMol25 structures with the same formula, charge and spin is 341.4 kJ/mol. The calculation puts the frontier orbital gap at 0.3896 Ha. As for the total charge: 0. For the max |F|, the calculation gives 1.699 eV/A. For the total energy, the calculation gives -286.501628 Eh.



No. 9
Formula: C4H7NO
Source: OMol25
Level of theory: ωB97M-V with the def2-TZVPD basis set

Structure (XYZ):
```
13
Properties=species:S:1:pos:R:3:forces:R:3
O 0.0509 0.2934 -0.3081 -0.11 0.13 -0.04
N 2.1028 0.9927 0.3700 -0.23 -0.35 -0.09
C -0.8302 -0.7708 -0.4431 -0.16 -0.29 0.13
C -1.0196 -1.6660 0.5129 0.02 0.11 -0.12
C -1.0051 1.8712 -0.8126 0.23 0.06 0.29
C 1.3422 0.0412 0.0733 0.24 0.19 0.10
H -0.1544 2.5632 -0.6547 -0.08 -0.13 -0.07
H -1.4874 1.8577 0.1892 0.11 0.01 -0.16
H 3.0314 0.6360 0.5867 -0.10 0.07 -0.01
H -1.3542 -0.7118 -1.3888 0.03 -0.05 0.13
H -0.5096 -1.6066 1.4702 -0.04 -0.01 -0.15
H -1.7301 -2.4692 0.3579 0.11 0.09 -0.01
H 1.5633 -1.0310 0.0472 -0.02 0.16 0.01
```
Positions in Å, forces in eV/Å.

The value obtained for the energy above the lowest of the compared OMol25 structures with the same formula, charge and spin is 614.0 kJ/mol. The calculation puts the frontier orbital gap at 0.3370 Ha. As for the total charge: 0. For the max |F|, the calculation gives 0.427 eV/A. For the total energy, the calculation gives -286.397801 Eh.



No. 10
Formula: C4H7NO
Source: OMol25
Level of theory: ωB97M-V with the def2-TZVPD basis set

Structure (XYZ):
```
13
Properties=species:S:1:pos:R:3:forces:R:3
O 1.7910 -0.8648 0.7335 0.11 -0.17 0.11
N -0.8006 0.2409 0.4384 -0.11 -0.09 -0.03
C 2.1748 0.4078 0.2619 0.15 0.27 -0.05
C -2.2551 0.1971 0.4234 -0.17 0.02 0.03
C 1.2818 -0.4493 -0.5273 -0.10 0.00 -0.16
C -0.1998 -0.2403 -0.5552 0.13 -0.15 -0.12
H 3.2237 0.4923 -0.0242 -0.19 0.04 0.00
H 1.7407 1.2576 0.7864 0.01 -0.16 -0.03
H -2.6256 -0.7208 -0.0515 0.01 0.16 0.01
H -2.6199 0.2217 1.4532 0.03 0.01 -0.16
H -2.6805 1.0579 -0.1039 0.12 -0.03 0.08
H 1.6921 -0.9939 -1.3781 -0.05 0.11 0.11
H -0.7225 -0.6062 -1.4566 0.05 -0.01 0.21
```
Positions in Å, forces in eV/Å.

The value obtained for the energy above the lowest of the compared OMol25 structures with the same formula, charge and spin is 263.2 kJ/mol. The calculation puts the frontier orbital gap at 0.4009 Ha. As for the total charge: 0. For the max |F|, the calculation gives 0.314 eV/A. For the total energy, the calculation gives -286.531392 Eh.



No. 11
Formula: C4H7NO
Source: OMol25
Level of theory: ωB97M-V with the def2-TZVPD basis set

Structure (XYZ):
```
13
Properties=species:S:1:pos:R:3:forces:R:3
O 2.0756 1.6670 -0.4899 0.03 0.23 0.11
N -0.8571 -0.1951 1.4257 -1.08 -0.39 1.65
C -0.1113 0.7439 -0.1508 0.40 0.20 -1.04
C -0.9914 -0.4733 0.0446 0.38 1.11 -0.28
C -0.3064 -1.7154 -0.2311 0.31 -1.23 -0.60
C 1.1925 0.6409 -0.4978 -0.44 0.12 0.10
H -0.4371 -2.5427 0.4553 0.01 0.09 -0.11
H -1.9718 -0.3273 -0.4359 0.08 -0.21 0.17
H 1.6898 2.4137 -0.0119 0.07 -0.07 -0.12
H 1.6518 -0.2756 -0.8420 -0.02 0.09 0.13
H 0.3785 -1.8397 -1.0624 -0.20 -0.03 0.07
H -1.7508 0.1837 1.7827 0.39 0.24 -0.11
H -0.5624 1.7200 0.0135 0.07 -0.14 0.02
```
Positions in Å, forces in eV/Å.

The value obtained for the energy above the lowest of the compared OMol25 structures with the same formula, charge and spin is 548.4 kJ/mol. The calculation puts the frontier orbital gap (spin up / spin down) at 0.3047 / 0.2999 Ha. As for the total charge: 0. For the max |F|, the calculation gives 2.009 eV/A. For the total energy, the calculation gives -286.422791 Eh.



No. 12
Formula: C4H7NO
Source: OMol25
Level of theory: ωB97M-V with the def2-TZVPD basis set

Structure (XYZ):
```
13
Properties=species:S:1:pos:R:3:forces:R:3
O 0.4052 0.0897 2.0441 1.56 -0.75 -1.14
N 0.8172 -1.8047 -2.4953 -0.34 0.65 0.66
C -1.1585 -0.2217 0.3907 -0.36 0.46 -0.01
C 0.7613 0.0642 -0.6690 0.84 -0.04 0.45
C 0.7271 -0.9760 -1.6879 0.41 -0.20 0.21
C -0.5596 0.8312 -0.4362 0.19 -0.23 0.13
H 1.5652 0.7392 -0.8940 0.38 0.36 -0.04
H 0.6258 -0.2473 2.9524 -0.52 0.19 -1.09
H -1.1619 1.0627 -1.3376 0.31 -0.33 0.20
H -1.8009 -0.0358 1.2270 0.20 0.13 0.54
H 1.5543 -0.1165 0.9472 -3.45 0.14 -0.43
H -0.3874 1.7717 0.1056 -0.04 -0.50 -0.05
H -1.3877 -1.1567 -0.1470 0.82 0.12 0.57
```
Positions in Å, forces in eV/Å.

The value obtained for the energy above the lowest of the compared OMol25 structures with the same formula, charge and spin is 719.7 kJ/mol. The calculation puts the frontier orbital gap (spin up / spin down) at 0.2641 / 0.2638 Ha. As for the total charge: 0. For the max |F|, the calculation gives 3.481 eV/A. For the total energy, the calculation gives -286.357527 Eh.